No. 1
A 9-piece molecular cluster, C56H126N4O14 overall in a non-equilibrium geometry, computed with ωB97M-V/def2-TZVPD.

Cartesian coordinates (Å):
C  -3.17  4.23  -5.83
C  -3.14  3.05  -4.86
C  -2.67  1.81  -5.62
C  -2.12  3.40  -3.76
C  -2.33  2.65  -2.47
C  -3.80  2.61  -2.05
C  -4.81  2.20  -3.09
C  -4.87  0.67  -3.22
C  -6.19  2.68  -2.62
N  -4.51  2.92  -4.33
O  -5.35  2.52  -5.39
H  -3.42  5.18  -5.35
H  -2.22  4.25  -6.37
H  -3.93  4.11  -6.61
H  -3.11  1.77  -6.62
H  -1.58  1.79  -5.70
H  -2.93  0.88  -5.12
H  -1.12  3.29  -4.19
H  -2.23  4.48  -3.61
H  -1.91  1.64  -2.48
H  -1.79  3.09  -1.63
H  -4.06  3.55  -1.56
H  -3.71  1.82  -1.29
H  -5.34  0.27  -2.32
H  -3.89  0.19  -3.34
H  -5.44  0.37  -4.11
H  -6.51  2.12  -1.74
H  -6.90  2.55  -3.44
H  -6.17  3.75  -2.42
H  -6.08  3.14  -5.41
C  -4.20  -4.28  6.56
C  -4.66  -2.89  6.22
C  -5.99  -2.92  5.40
C  -4.92  -2.06  7.49
C  -5.06  -0.57  7.21
C  -3.78  -0.06  6.55
C  -3.51  -0.78  5.22
C  -4.47  -0.23  4.16
C  -2.08  -0.43  4.81
N  -3.60  -2.20  5.46
O  -3.32  -2.88  4.24
H  -3.75  -4.78  5.70
H  -3.41  -4.24  7.32
H  -5.02  -4.88  6.94
H  -6.46  -3.90  5.60
H  -6.77  -2.24  5.70
H  -5.78  -3.02  4.34
H  -5.87  -2.36  7.95
H  -4.14  -2.24  8.24
H  -5.89  -0.40  6.52
H  -5.19  -0.03  8.15
H  -2.95  -0.30  7.23
H  -3.77  1.03  6.51
H  -4.12  -0.35  3.13
H  -4.70  0.83  4.29
H  -5.44  -0.74  4.16
H  -1.96  0.63  4.56
H  -1.81  -1.01  3.93
H  -1.42  -0.70  5.64
H  -2.54  -3.41  4.43
C  1.75  4.60  1.50
C  0.25  4.87  1.49
C  -0.42  3.57  1.03
C  -0.16  5.13  2.94
C  -1.55  5.80  3.08
C  -1.68  7.00  2.17
C  -1.31  6.70  0.68
C  -2.38  5.86  -0.02
C  -1.17  8.07  0.03
N  0.01  6.06  0.69
O  0.45  5.80  -0.64
H  2.13  4.29  0.53
H  2.31  5.51  1.75
H  1.98  3.84  2.24
H  -0.40  3.41  -0.04
H  -0.05  2.68  1.55
H  -1.48  3.45  1.28
H  -0.20  4.20  3.51
H  0.56  5.81  3.39
H  -2.30  5.02  2.91
H  -1.60  6.15  4.11
H  -1.00  7.79  2.48
H  -2.73  7.27  2.06
H  -3.32  6.43  0.01
H  -2.62  4.99  0.58
H  -2.15  5.64  -1.06
H  -2.03  8.72  0.22
H  -0.98  8.10  -1.04
H  -0.34  8.61  0.49
H  0.91  6.60  -0.90
C  1.51  -3.33  -4.24
C  3.00  -3.40  -4.54
C  3.17  -4.14  -5.85
C  3.59  -1.99  -4.74
C  3.73  -1.23  -3.42
C  4.75  -1.94  -2.56
C  4.30  -3.37  -2.28
C  5.49  -4.20  -1.78
C  3.21  -3.38  -1.21
N  3.83  -4.02  -3.53
O  3.37  -5.34  -3.27
H  1.02  -4.30  -4.13
H  1.28  -2.78  -3.32
H  0.92  -2.83  -5.02
H  2.67  -5.11  -5.83
H  2.77  -3.60  -6.71
H  4.23  -4.31  -6.07
H  4.56  -2.27  -5.17
H  3.05  -1.39  -5.47
H  3.95  -0.19  -3.69
H  2.74  -1.22  -2.97
H  4.68  -1.43  -1.58
H  5.77  -1.87  -2.94
H  5.95  -3.64  -0.96
H  6.21  -4.27  -2.60
H  5.16  -5.19  -1.49
H  2.43  -2.62  -1.34
H  3.62  -3.14  -0.23
H  2.69  -4.33  -1.11
H  4.08  -5.89  -3.59
C  2.76  -2.53  9.69
O  3.40  -2.65  8.46
C  2.88  -3.71  7.67
C  3.45  -3.61  6.26
O  2.61  -2.85  5.41
C  2.74  -1.45  5.73
H  1.82  -1.96  9.65
H  3.40  -1.98  10.39
H  2.52  -3.48  10.19
H  1.79  -3.73  7.61
H  3.24  -4.66  8.09
H  3.58  -4.63  5.89
H  4.46  -3.18  6.26
H  2.08  -1.21  6.57
H  2.43  -0.91  4.84
H  3.78  -1.20  5.95
C  4.39  3.16  -8.49
O  3.24  2.92  -7.71
C  3.36  1.79  -6.84
C  2.01  1.10  -6.71
O  1.83  0.32  -7.84
C  0.73  -0.56  -7.74
H  4.11  3.97  -9.16
H  4.73  2.27  -9.03
H  5.19  3.59  -7.88
H  3.73  2.19  -5.88
H  4.10  1.07  -7.21
H  1.31  1.92  -6.51
H  2.20  0.53  -5.78
H  0.89  -1.47  -8.31
H  -0.17  -0.07  -8.14
H  0.58  -0.86  -6.70
C  4.75  -1.06  1.69
O  5.02  -1.06  3.09
C  5.41  -2.29  3.68
C  6.76  -2.77  3.24
O  6.83  -2.98  1.84
C  8.13  -3.24  1.39
H  5.68  -0.83  1.18
H  4.05  -0.25  1.49
H  4.30  -1.99  1.34
H  4.62  -3.04  3.59
H  5.55  -2.01  4.73
H  7.00  -3.70  3.79
H  7.53  -2.03  3.52
H  8.75  -3.66  2.20
H  8.59  -2.34  0.99
H  8.13  -4.04  0.64
C  0.83  -0.41  2.75
O  0.32  0.08  1.54
C  0.88  -0.57  0.43
C  0.26  0.08  -0.80
O  0.50  -0.73  -1.91
C  0.12  -0.11  -3.13
H  0.48  0.17  3.61
H  1.92  -0.26  2.76
H  0.65  -1.48  2.84
H  0.64  -1.64  0.42
H  1.95  -0.37  0.37
H  0.69  1.09  -0.90
H  -0.81  0.24  -0.61
H  -0.97  -0.02  -3.13
H  0.42  -0.75  -3.95
H  0.54  0.90  -3.21
C  -4.03  -2.36  -4.30
O  -3.60  -1.82  -3.08
C  -2.71  -2.67  -2.40
C  -2.18  -1.93  -1.18
O  -1.88  -2.89  -0.17
C  -2.15  -2.46  1.14
H  -4.60  -1.63  -4.87
H  -4.67  -3.23  -4.13
H  -3.17  -2.70  -4.90
H  -1.87  -2.95  -3.05
H  -3.25  -3.56  -2.04
H  -2.92  -1.20  -0.85
H  -1.26  -1.41  -1.45
H  -2.35  -3.31  1.79
H  -3.02  -1.81  1.19
H  -1.30  -1.93  1.58

Properties
DFT total energy   -3481.24557 a.u.
HOMO-LUMO gap   8.58 eV
E_HOMO   -8.09 eV
Energy relative to the best compared isomer or geometry (same formula, charge and spin)   1.7446 eV
Net charge   0
2S+1   1


No. 2
A 3-piece molecular cluster, C37H83N2O3Si overall, computed with ωB97M-V/def2-TZVPD.

Cartesian coordinates (Å):
C  2.28  0.24  0.58
O  1.27  0.94  -0.11
C  0.63  0.15  -1.09
C  -0.55  0.92  -1.71
C  -0.49  2.44  -1.52
C  -1.75  3.11  -2.08
C  -2.05  4.48  -1.47
C  -2.25  4.43  0.06
C  -3.41  5.29  0.57
C  -4.77  4.85  -0.02
C  -5.76  4.21  0.99
C  -6.09  2.77  0.61
N  -4.82  1.97  0.72
C  -5.01  0.50  0.35
C  -3.67  -0.19  0.71
C  -5.27  0.45  -1.17
C  -6.69  0.43  -1.73
C  -6.68  0.84  -3.22
C  -7.92  0.28  -3.93
C  -6.69  2.37  -3.34
C  -6.09  0.03  1.33
C  -6.38  -1.47  1.39
C  -6.24  -2.32  0.14
O  -6.25  -3.69  0.50
Si  -4.80  -4.53  0.58
C  -3.84  -4.40  -1.03
C  -3.72  -4.01  2.02
C  -5.28  -6.32  0.83
O  -7.31  0.74  1.19
C  -7.19  2.11  1.47
N  -8.48  2.67  1.25
H  1.89  -0.15  1.53
H  2.63  -0.61  -0.01
H  3.11  0.90  0.80
H  1.34  -0.13  -1.87
H  0.24  -0.76  -0.61
H  -0.57  0.70  -2.78
H  -1.49  0.55  -1.30
H  0.37  2.81  -2.06
H  -0.37  2.68  -0.47
H  -1.60  3.26  -3.16
H  -2.61  2.45  -2.00
H  -1.23  5.16  -1.69
H  -2.95  4.87  -1.94
H  -1.34  4.80  0.54
H  -2.37  3.40  0.41
H  -3.44  5.20  1.65
H  -3.21  6.33  0.36
H  -4.57  4.13  -0.82
H  -5.26  5.68  -0.53
H  -6.67  4.80  1.01
H  -5.34  4.25  2.00
H  -6.42  2.77  -0.43
H  -4.53  2.00  1.70
H  -4.08  2.36  0.13
H  -2.85  0.54  0.71
H  -3.72  -0.62  1.71
H  -3.41  -0.95  -0.01
H  -4.76  1.31  -1.62
H  -4.74  -0.42  -1.57
H  -7.36  1.10  -1.21
H  -7.10  -0.58  -1.68
H  -5.77  0.47  -3.70
H  -7.88  0.47  -4.99
H  -8.81  0.74  -3.51
H  -7.99  -0.80  -3.77
H  -6.54  2.68  -4.37
H  -5.90  2.84  -2.74
H  -7.65  2.77  -3.01
H  -5.70  0.30  2.33
H  -5.77  -1.91  2.18
H  -7.41  -1.57  1.74
H  -5.34  -2.09  -0.44
H  -7.11  -2.17  -0.50
H  -3.69  -3.38  -1.36
H  -4.31  -4.98  -1.82
H  -2.85  -4.80  -0.82
H  -3.81  -2.97  2.34
H  -2.67  -4.20  1.78
H  -3.97  -4.65  2.87
H  -5.89  -6.42  1.72
H  -4.40  -6.95  0.91
H  -5.86  -6.67  -0.03
H  -6.91  2.26  2.52
H  -8.56  3.64  1.53
H  -8.78  2.56  0.29
C  4.74  0.68  -2.19
C  5.25  -0.68  -1.70
C  6.26  -0.57  -0.57
C  7.55  0.18  -0.91
C  8.34  -0.40  -2.09
C  8.82  -1.82  -1.84
H  5.54  1.28  -2.61
H  3.98  0.55  -2.97
H  4.28  1.24  -1.37
H  5.68  -1.23  -2.54
H  4.40  -1.27  -1.35
H  6.51  -1.57  -0.22
H  5.79  -0.06  0.28
H  8.19  0.19  -0.03
H  7.32  1.23  -1.12
H  9.20  0.24  -2.27
H  7.74  -0.36  -3.00
H  9.45  -1.88  -0.95
H  9.41  -2.19  -2.68
H  7.99  -2.52  -1.71
C  13.43  -1.99  4.19
C  12.04  -2.54  4.47
C  11.44  -3.32  3.30
C  11.25  -2.51  2.02
C  10.37  -1.27  2.18
C  8.94  -1.59  2.61
H  13.43  -1.28  3.37
H  13.83  -1.48  5.07
H  14.12  -2.80  3.93
H  11.37  -1.73  4.76
H  12.09  -3.21  5.34
H  10.49  -3.76  3.61
H  12.10  -4.17  3.07
H  10.81  -3.16  1.26
H  12.22  -2.20  1.63
H  10.34  -0.74  1.22
H  10.82  -0.57  2.89
H  8.46  -2.26  1.89
H  8.34  -0.68  2.67
H  8.91  -2.06  3.59

Properties
DFT total energy   -2084.13123 a.u.
HOMO-LUMO gap   9.46 eV
E_HOMO   -11.80 eV
Net charge   +1
2S+1   1


No. 3
One molecule with the formula C3H8N2O2S in a non-equilibrium geometry, computed with ωB97M-V/def2-TZVPD.

Cartesian coordinates (Å):
N  -1.19  -0.77  0.93
C  -0.63  -0.41  -0.39
C  0.76  0.37  -0.12
N  0.91  1.25  -1.32
S  0.80  1.62  1.34
C  1.69  -0.78  0.14
O  2.64  -1.04  -0.52
O  1.41  -1.48  1.20
H  -1.80  -1.54  0.68
H  -1.74  -0.06  1.39
H  -0.38  -1.36  -0.90
H  -1.35  0.03  -0.97
H  0.47  0.90  -2.07
H  1.91  1.34  -1.60
H  1.24  0.73  2.26
H  0.51  -1.36  1.65

Properties
DFT total energy   -777.27144 a.u.
HOMO-LUMO gap   9.96 eV
E_HOMO   -9.42 eV
Energy relative to the best compared isomer or geometry (same formula, charge and spin)   0.2124 eV
Net charge   0
2S+1   1


No. 4
C15H20MgN12O2 as an isolated structure in a non-equilibrium geometry, computed with ωB97M-V/def2-TZVPD.

Cartesian coordinates (Å):
Mg  0.37  0.59  -0.27
N  2.13  1.96  2.28
C  0.75  2.02  2.33
N  0.09  2.63  3.29
N  -1.21  2.44  2.99
N  -1.32  1.75  1.91
N  -0.08  1.46  1.44
C  2.83  1.34  1.28
N  4.16  1.24  1.24
N  4.42  0.59  0.10
N  3.32  0.30  -0.51
N  2.27  0.77  0.21
H  2.64  2.38  3.03
O  1.12  -0.36  -1.91
C  0.85  -0.11  -3.28
C  1.56  1.13  -3.81
C  1.47  2.34  -2.87
C  0.05  2.68  -2.51
C  -0.64  3.68  -3.19
C  -1.95  3.96  -2.83
C  -2.54  3.25  -1.80
C  -1.79  2.27  -1.17
N  -0.53  1.99  -1.51
H  2.10  -0.34  -1.74
H  -0.23  0.00  -3.36
H  1.13  -0.98  -3.89
H  1.14  1.37  -4.79
H  2.62  0.90  -3.96
H  1.94  3.19  -3.35
H  2.02  2.13  -1.96
H  -0.15  4.22  -3.98
H  -2.50  4.75  -3.34
H  -3.55  3.45  -1.48
H  -2.20  1.71  -0.34
N  -0.59  -1.22  0.15
C  -0.78  -2.07  0.91
N  -1.03  -3.04  1.75
C  -2.05  -2.84  2.79
C  -2.64  -4.20  3.13
O  -1.63  -5.10  3.52
C  -0.70  -5.32  2.48
C  0.00  -4.03  2.09
H  -2.82  -2.16  2.41
H  -1.60  -2.39  3.68
H  -3.19  -4.59  2.27
H  -3.33  -4.11  3.97
H  -1.21  -5.74  1.60
H  0.03  -6.04  2.84
H  0.65  -4.18  1.23
H  0.60  -3.67  2.93

Properties
DFT total energy   -1591.32424 a.u.
HOMO-LUMO gap   7.84 eV
E_HOMO   -7.71 eV
Energy relative to the best compared isomer or geometry (same formula, charge and spin)   0.0000 eV
Net charge   0
2S+1   1


No. 5
C6H18BF4KO3 as an isolated structure, computed with ωB97M-V/def2-TZVPD.

Cartesian coordinates (Å):
K  -1.24  -2.24  -16.00
B  0.20  -2.79  -12.65
F  1.49  -2.20  -12.61
F  -0.77  -1.76  -12.64
F  0.09  -3.42  -13.93
F  0.01  -3.70  -11.63
C  0.55  -2.27  -20.16
C  0.30  -1.42  -18.93
O  -1.11  -1.25  -18.69
H  0.06  -3.24  -20.05
H  1.62  -2.43  -20.31
H  0.18  -1.77  -21.05
H  0.79  -0.44  -19.05
H  0.70  -1.90  -18.04
H  -1.51  -0.84  -19.46
C  -1.37  -6.39  -15.89
C  -1.68  -5.65  -17.16
O  -0.71  -4.62  -17.42
H  -0.39  -6.87  -15.94
H  -2.12  -7.15  -15.66
H  -1.33  -5.70  -15.04
H  -2.66  -5.18  -17.10
H  -1.74  -6.34  -18.01
H  -0.01  -5.02  -17.93
C  3.34  -2.02  -15.75
C  2.49  -0.77  -15.59
O  1.18  -1.08  -15.17
H  3.38  -2.57  -14.81
H  4.35  -1.78  -16.08
H  2.89  -2.69  -16.50
H  2.39  -0.26  -16.55
H  2.96  -0.09  -14.88
H  1.24  -1.40  -14.25

Properties
DFT total energy   -1489.65596 a.u.
HOMO-LUMO gap   9.83 eV
E_HOMO   -10.12 eV
Energy relative to the best compared isomer or geometry (same formula, charge and spin)   0.0082 eV
Net charge   0
2S+1   1